Entry 1:
The following is a quantum chemistry calculation of one molecule with the formula C6H12, from the OMol25 dataset.

Positions of all 18 atoms, in Å:
1 C -2.517 0.034 -0.258
2 C -1.311 0.398 0.601
3 C -0.181 1.043 -0.091
4 C 1.121 0.884 0.618
5 C 1.974 0.024 -0.340
6 C 1.242 -1.260 -0.679
7 H -2.798 0.873 -0.894
8 H -2.273 -0.808 -0.910
9 H -3.380 -0.256 0.348
10 H -1.578 1.249 1.260
11 H -1.043 -0.417 1.292
12 H 0.305 -0.985 -1.176
13 H 1.611 1.858 0.733
14 H 1.078 0.387 1.605
15 H 2.945 -0.184 0.114
16 H 2.147 0.584 -1.261
17 H 1.009 -1.842 0.219
18 H 1.802 -1.871 -1.379

The net charge is 0. The calculation puts the HOMO energy at -8.1462 eV. For the frontier orbital gap, the calculation gives 0.313 Eh. The calculation puts the relative energy (zero: lowest compared OMol25 entry of this formula, charge and spin) at 87.0 kcal/mol.

Entry 2:
The following is a quantum chemistry calculation of one molecule with the formula C6H12 at a distorted geometry, from the OMol25 dataset.

Positions of all 18 atoms, in Å:
1 C 0.262 -1.605 -0.579
2 C 0.978 -0.359 -0.422
3 C 2.198 -0.022 0.369
4 C -0.018 0.784 -0.679
5 C -1.028 0.986 0.560
6 C -2.239 0.056 0.381
7 H 0.459 -1.211 0.666
8 H 0.782 -2.496 -0.941
9 H 2.449 -1.037 0.816
10 H 2.016 0.651 1.264
11 H 3.075 0.175 -0.279
12 H 0.443 1.731 -0.982
13 H -0.701 0.482 -1.488
14 H -0.667 0.767 1.594
15 H -1.348 2.014 0.672
16 H -2.725 -0.228 1.320
17 H -2.974 0.502 -0.312
18 H -1.761 -0.870 0.032

The net charge is 0. The calculation puts the HOMO energy at -7.1324 eV. For the frontier orbital gap, the calculation gives 0.270 Eh. The calculation puts the relative energy (zero: lowest compared OMol25 entry of this formula, charge and spin) at 140.4 kcal/mol.

Entry 3:
The following is a quantum chemistry calculation of a 2-piece molecular cluster, C6H12 overall, from the OMol25 dataset.

Positions of all 18 atoms, in Å:
1 C 1.104 0.754 -1.214
2 C 0.379 -0.404 -0.597
3 C -0.882 -0.331 -0.220
4 C -2.112 0.412 -0.468
5 C -2.120 -1.088 -0.121
6 H 0.853 0.734 -2.278
7 H 0.766 1.713 -0.808
8 H 2.193 0.696 -1.119
9 H 0.918 -1.342 -0.476
10 H -2.544 1.083 0.273
11 H -2.263 0.718 -1.498
12 H -2.266 -1.805 -0.924
13 H -2.562 -1.370 0.831
14 C 1.716 0.049 1.725
15 H 1.658 -0.405 2.709
16 H 2.457 -0.490 1.119
17 H 1.991 1.104 1.766
18 H 0.717 -0.028 1.299

The net charge is 0. The calculation puts the HOMO energy at -8.7401 eV. For the frontier orbital gap, the calculation gives 0.360 Eh. The calculation puts the relative energy (zero: lowest compared OMol25 entry of this formula, charge and spin) at 68.0 kcal/mol.

Entry 4:
The following is a quantum chemistry calculation of a 3-piece molecular cluster, C6H12 overall, from the OMol25 dataset.

Positions of all 18 atoms, in Å:
1 C -1.258 -1.089 0.421
2 C -0.423 0.075 -0.105
3 C -1.299 1.173 -0.693
4 C 0.730 0.518 0.816
5 C 1.651 -0.349 0.174
6 C 0.761 -0.468 -1.055
7 H -1.844 -1.545 -0.387
8 H -0.624 -1.864 0.864
9 H -1.958 -0.745 1.191
10 H -1.888 0.800 -1.540
11 H -0.694 2.015 -1.048
12 H -2.001 1.552 0.060
13 H 0.898 1.589 0.885
14 H 1.755 0.444 1.920
15 H 2.024 -1.259 0.629
16 H 2.588 0.327 1.214
17 H 0.617 -1.453 -1.518
18 H 0.964 0.278 -1.830

The net charge is 0. The calculation puts the HOMO energy at -9.1717 eV. For the frontier orbital gap, the calculation gives 0.363 Eh. The calculation puts the relative energy (zero: lowest compared OMol25 entry of this formula, charge and spin) at 147.0 kcal/mol.

Entry 5:
The following is a quantum chemistry calculation of a 2-piece molecular cluster, C6H12 overall at a distorted geometry, from the OMol25 dataset.

Positions of all 18 atoms, in Å:
1 C 2.068 -0.639 0.457
2 C 0.902 -0.850 0.663
3 C -0.410 -1.341 1.053
4 C -0.972 -0.547 2.234
5 H 3.052 -0.354 0.223
6 H -1.085 -1.264 0.195
7 H -0.332 -2.400 1.322
8 H -1.066 0.507 1.985
9 H -1.957 -0.921 2.502
10 H -0.312 -0.635 3.096
11 C 0.029 1.535 -1.135
12 C 0.066 0.522 -2.271
13 H 1.008 1.966 -0.944
14 H -0.583 1.222 -0.294
15 H -0.648 2.404 -1.422
16 H 0.450 0.972 -3.183
17 H 0.720 -0.305 -2.010
18 H -0.928 0.129 -2.471

The net charge is 0. The calculation puts the HOMO energy at -9.8800 eV. For the frontier orbital gap, the calculation gives 0.403 Eh. The calculation puts the relative energy (zero: lowest compared OMol25 entry of this formula, charge and spin) at 58.6 kcal/mol.

Entry 6:
The following is a quantum chemistry calculation of one molecule with the formula C6H12, from the OMol25 dataset.

Positions of all 18 atoms, in Å:
1 C 2.050 0.226 -0.419
2 C 0.818 -0.633 -0.262
3 C 0.229 -0.805 1.113
4 C -0.538 -0.049 0.061
5 C -0.734 1.452 0.200
6 C -1.748 -0.765 -0.503
7 H 2.089 1.008 0.346
8 H 2.953 -0.384 -0.305
9 H 2.090 0.713 -1.401
10 H 0.808 -1.512 -0.908
11 H 0.701 -0.244 1.917
12 H -0.158 -1.776 1.414
13 H -1.396 1.826 -0.591
14 H 0.203 2.012 0.127
15 H -1.197 1.697 1.163
16 H -1.580 -1.847 -0.554
17 H -1.982 -0.410 -1.514
18 H -2.627 -0.593 0.131

The net charge is 0. The calculation puts the HOMO energy at -9.6526 eV. For the frontier orbital gap, the calculation gives 0.396 Eh. The calculation puts the relative energy (zero: lowest compared OMol25 entry of this formula, charge and spin) at 21.3 kcal/mol.